Entry from OMol25: C15H16N2O3S in the gas phase (the ωB97M-V functional and the def2-TZVPD basis).

Element x y z (Å)
C  -0.657  -3.063  0.099
N  -1.181  -2.369  1.246
C  -0.694  -1.162  1.605
C  -0.872  -0.537  2.789
C  -0.350  0.780  3.102
O  -0.226  1.170  4.253
C  0.032  1.645  1.962
C  -0.603  1.775  0.755
N  0.050  2.717  0.010
C  1.124  3.173  0.730
C  1.129  2.557  1.942
H  1.822  2.707  2.745
H  1.764  3.918  0.302
S  -0.205  2.918  -1.654
O  -1.614  2.899  -1.885
O  0.574  4.038  -2.069
C  0.521  1.392  -2.239
C  -0.300  0.317  -2.517
C  0.272  -0.883  -2.907
C  1.652  -0.990  -3.003
C  2.464  0.098  -2.719
C  1.895  1.301  -2.333
H  2.495  2.170  -2.116
H  3.536  0.009  -2.801
H  2.097  -1.926  -3.306
H  -0.355  -1.730  -3.141
H  -1.368  0.443  -2.436
H  -1.502  1.332  0.375
H  -1.341  -1.039  3.621
H  -0.118  -0.672  0.829
C  -1.960  -3.158  2.168
H  -1.336  -3.616  2.942
H  -2.707  -2.528  2.649
H  -2.471  -3.947  1.618
H  -0.116  -2.368  -0.541
H  0.026  -3.866  0.398
H  -1.476  -3.505  -0.474

## Properties
LUMO in eV: 0.15
Total charge: 0
Molar mass in g/mol: 304.371
Energy above the lowest of the compared OMol25 structures with the same formula, charge and spin in eV: 3.0250
Total energy in eV: -35771.1630
SMILES: CN(C)/C=C/C(=O)c1ccn(S(=O)(=O)c2ccccc2)c1
Strongest force on any atom in eV/Å: 0.8


Entry from OMol25: C15H16N2O3S in the gas phase (the ωB97M-V functional and the def2-TZVPD basis).

Element x y z (Å)
C  -0.208  -0.345  -5.536
C  -1.234  -1.358  -5.271
C  -2.246  -0.856  -4.398
C  -1.754  -0.514  -2.861
O  -0.749  -0.704  -2.377
N  -2.675  0.171  -1.968
C  -2.550  0.470  -0.590
N  -1.343  0.478  -0.067
C  -1.468  0.957  1.228
C  -2.806  1.508  1.434
S  -3.581  1.328  0.016
H  -2.951  2.013  2.355
C  -0.558  0.909  2.190
C  0.763  0.026  1.669
C  1.834  0.059  2.553
C  1.704  0.337  3.982
C  0.403  1.066  4.373
C  -0.563  1.142  3.547
H  -1.357  1.678  3.680
H  0.546  1.284  5.364
O  2.842  0.432  4.764
C  4.091  -0.164  4.211
C  3.862  -1.226  3.087
H  4.735  -1.588  2.706
O  3.124  -0.572  1.961
H  3.349  -1.999  3.569
H  4.549  -0.198  4.983
H  4.520  0.845  3.465
H  0.753  -0.360  0.822
H  -3.574  0.382  -2.480
H  -2.936  -1.585  -4.186
H  -2.647  0.199  -4.623
H  -1.601  -1.797  -6.088
H  -0.701  -2.094  -4.566
H  0.575  -0.634  -6.120
H  -0.531  0.438  -6.137
H  0.383  0.267  -4.690

## Properties
LUMO in eV: 0.03
Total charge: 0
Molar mass in g/mol: 304.371
Energy above the lowest of the compared OMol25 structures with the same formula, charge and spin in eV: 12.5615
Total energy in eV: -35761.6265
SMILES: CCCC(=O)Nc1nc(-c2ccc3c(c2)OCCO3)cs1
Strongest force on any atom in eV/Å: 15.4


Entry from OMol25: C15H16N2O4S as an isolated structure (the ωB97M-V functional and the def2-TZVPD basis).

Element x y z (Å)
C  -6.635  -0.871  -0.317
H  -6.795  -0.385  0.534
H  -7.270  -1.543  -0.654
H  -6.610  -0.168  -1.237
O  -5.433  -1.735  -0.449
C  -4.393  -0.945  0.040
C  -3.250  -1.738  0.253
C  -1.983  -0.975  0.251
C  -1.981  0.401  0.467
C  -3.039  1.085  0.460
C  -4.347  0.721  0.201
H  -5.282  1.223  0.013
H  -2.989  2.015  0.511
S  -0.350  1.250  0.982
O  -0.568  2.568  0.824
O  0.131  0.520  2.231
N  0.570  0.569  -0.375
C  1.849  0.347  -0.212
C  2.346  -0.520  0.517
C  3.535  -0.939  0.859
C  4.519  -0.356  -0.080
C  4.085  0.738  -0.738
C  2.880  1.140  -0.982
H  2.576  1.868  -1.554
H  4.978  1.290  -1.715
C  6.092  -0.678  0.118
O  6.808  -0.748  -0.787
N  6.425  -1.032  1.303
H  5.702  -1.202  2.245
H  7.400  -1.427  1.551
H  3.818  -1.686  1.363
H  1.443  -1.150  1.023
C  0.129  1.534  -1.554
H  0.342  2.424  -1.519
H  -1.021  1.350  -1.616
H  0.566  1.266  -2.442
H  -1.021  -1.555  0.282
H  -3.225  -2.656  0.200

## Properties
LUMO in eV: 0.34
Total charge: 0
Molar mass in g/mol: 320.370
Energy above the lowest of the compared OMol25 structures with the same formula, charge and spin in eV: 14.3559
Total energy in eV: -37807.0189
Strongest force on any atom in eV/Å: 13.2


Entry from OMol25: C15H16N2OS in the gas phase (the ωB97M-V functional and the def2-TZVPD basis).

Element x y z (Å)
O  2.283  -1.186  -0.547
C  1.371  -1.602  0.139
N  1.278  -1.348  1.470
H  0.438  -1.606  1.963
C  2.177  -0.412  2.108
H  2.219  -0.637  3.176
C  1.747  1.039  1.866
C  0.439  1.376  2.566
H  -0.311  0.597  2.435
H  0.587  1.540  3.633
S  -0.266  2.945  1.951
C  -0.575  2.578  0.240
C  -1.006  1.334  -0.202
C  -1.246  1.128  -1.548
C  -1.070  2.157  -2.457
C  -0.659  3.404  -2.012
C  -0.409  3.615  -0.670
H  -0.083  4.580  -0.313
H  -0.524  4.213  -2.714
H  -1.257  1.988  -3.506
H  -1.577  0.157  -1.885
H  -1.167  0.523  0.492
H  2.530  1.715  2.212
H  1.637  1.177  0.788
H  3.163  -0.565  1.664
C  0.263  -2.428  -0.423
C  -0.432  -3.399  0.293
C  -1.451  -4.091  -0.340
C  -1.737  -3.784  -1.662
N  -1.074  -2.874  -2.356
C  -0.098  -2.223  -1.755
H  0.438  -1.493  -2.347
H  -2.528  -4.294  -2.196
H  -2.007  -4.856  0.180
H  -0.168  -3.635  1.315

## Properties
LUMO in eV: 0.40
Total charge: 0
Molar mass in g/mol: 272.373
Energy above the lowest of the compared OMol25 structures with the same formula, charge and spin in eV: 0.1219
Total energy in eV: -31678.1948
SMILES: O=C(NCCCSc1ccccc1)c1cccnc1
Strongest force on any atom in eV/Å: 0.6


Entry from OMol25: C15H17BMnN4O7 as an isolated structure (the ωB97M-V functional and the def2-TZVPD basis).

Element x y z (Å)
Mn  0.265  0.112  -0.141
O  -1.959  -3.122  0.720
C  -1.713  -1.986  0.367
O  -0.524  -1.495  0.218
C  -2.844  -1.041  -0.053
C  -2.529  -0.477  -1.455
C  -3.801  0.110  -2.079
C  -3.983  1.397  -1.234
C  -2.753  1.329  -0.312
O  -1.767  0.702  -1.152
C  -2.979  0.271  0.783
C  -1.917  0.461  1.902
O  -2.236  0.232  3.060
O  -0.790  0.908  1.486
H  -3.759  -1.627  -0.040
H  -1.948  -1.135  -2.096
H  -4.646  -0.575  -2.012
H  -3.625  0.347  -3.128
H  -4.907  1.399  -0.658
H  -3.956  2.292  -1.855
H  -2.382  2.281  0.055
H  -3.955  0.346  1.255
B  2.956  2.185  1.121
N  2.092  2.510  -0.150
C  2.333  3.559  -0.933
C  1.386  3.600  -1.948
C  0.580  2.499  -1.709
N  1.020  1.857  -0.616
N  2.378  1.000  1.919
C  2.592  0.791  3.223
C  2.153  -0.481  3.547
C  1.661  -0.987  2.347
N  1.821  -0.091  1.373
H  2.947  3.165  1.826
H  4.071  1.910  0.741
H  3.165  4.211  -0.729
H  1.295  4.319  -2.743
H  -0.275  2.132  -2.251
H  3.042  1.551  3.840
H  2.166  -0.963  4.509
H  1.196  -1.938  2.143
O  2.118  -0.756  -1.453
C  1.351  -0.790  -2.426
O  0.150  -0.410  -2.393
H  1.736  -1.171  -3.392

## Properties
LUMO (spin up / spin down) in eV: 1.83 / 2.86
Spin multiplicity: 5
Total charge: -1
Molar mass in g/mol: 431.072
Energy above the lowest of the compared OMol25 structures with the same formula, charge and spin in eV: 0.2809
Total energy in eV: -68126.1081
Strongest force on any atom in eV/Å: 1.3


Entry from OMol25: C15H17Br2NReSTe as an isolated structure (the ωB97M-V functional and the def2-TZVPD basis).

Element x y z (Å)
Re  0.027  0.288  -0.847
Br  -0.585  -2.011  0.345
C  -2.080  -1.108  1.199
Br  -2.189  0.579  0.259
H  -1.862  -0.935  2.254
H  -3.003  -1.671  1.062
S  1.802  0.792  0.661
C  2.723  -0.103  -0.529
C  4.053  -0.485  -0.516
C  4.532  -1.166  -1.628
C  3.668  -1.441  -2.685
C  2.346  -1.031  -2.617
N  1.879  -0.369  -1.555
H  4.681  -0.257  0.330
H  5.563  -1.484  -1.671
H  4.027  -1.958  -3.560
H  1.662  -1.230  -3.430
C  -2.784  3.759  -7.381
C  -2.233  3.381  -6.064
C  -1.237  2.404  -5.921
C  -0.693  2.112  -4.686
C  0.360  1.068  -4.534
C  -1.132  2.832  -3.553
Te  0.020  2.801  -1.759
C  -2.192  3.759  -3.657
C  -2.730  4.459  -2.454
C  -2.722  4.008  -4.909
H  -2.422  3.119  -8.179
H  -2.495  4.788  -7.609
H  -3.875  3.756  -7.370
H  -0.870  1.895  -6.800
H  0.495  0.511  -5.456
H  0.071  0.385  -3.723
H  1.311  1.530  -4.257
H  -2.703  3.810  -1.575
H  -3.758  4.777  -2.616
H  -2.140  5.356  -2.248
H  -3.524  4.726  -5.009

## Properties
LUMO (spin up / spin down) in eV: -9.29 / -9.24
Spin multiplicity: 2
Total charge: +2
Molar mass in g/mol: 716.990
Total energy in eV: -177646.7173
Strongest force on any atom in eV/Å: 3.8


> Which formula does entry 2 have?

C15H16N2O3S


> What is the molar mass in the second record?

304.371 g/mol